# 1
The following is a DFT calculation (ωB97M-V with the def2-TZVPD basis set) of a structure of composition C21H42AlF2NO25S2.

```
94
Properties=species:S:1:pos:R:3:forces:R:3:mulliken_charge:R:1
Al 2.400 -14.021 -11.860 0.8962 0.3110 0.3640 1.139
N 3.590 -11.426 -11.238 -1.6463 2.1697 -1.0526 0.347
S 4.819 -10.758 -10.611 7.8544 -2.7292 4.5159 0.747
O 4.691 -10.145 -9.330 -0.8936 0.7784 -0.5541 -0.500
O 5.708 -10.161 -11.579 -0.8422 -0.1229 0.4168 -0.445
F 5.593 -12.097 -10.114 -0.6450 0.7053 -1.3593 -0.248
S 2.950 -9.898 -11.617 -7.0509 0.9306 -4.8842 0.910
O 3.351 -9.313 -12.872 1.4845 -0.5647 1.4695 -0.543
O 2.389 -9.025 -10.633 1.5373 -0.8647 0.4578 -0.492
F 1.588 -10.586 -12.185 0.3353 -0.4307 0.7364 -0.332
C 2.400 -1.363 -11.029 0.6226 -0.6425 0.0065 -0.578
O 1.920 -2.625 -10.518 0.1399 0.4821 1.0967 -0.278
C 1.362 -3.597 -11.168 0.0561 -0.2168 -0.6809 0.805
O 0.946 -3.567 -12.306 0.1227 0.0211 0.3978 -0.464
O 1.353 -4.679 -10.360 -0.2548 0.4204 -0.4545 -0.254
C 1.061 -5.889 -11.028 -0.3534 -1.2686 -0.5682 -0.612
H 1.974 -0.572 -10.421 -0.3692 0.0036 -0.3132 0.252
H 2.293 -1.280 -12.107 -0.3946 0.1140 0.0892 0.342
H 3.461 -1.409 -10.786 0.1070 0.1830 -0.1034 0.262
H 0.428 -5.759 -11.907 0.1328 0.2454 0.1396 0.393
H 0.560 -6.603 -10.375 0.0275 0.4436 0.4152 0.237
H 1.985 -6.385 -11.337 0.1779 0.2041 -0.0156 0.221
C 0.927 -11.033 -8.724 -0.4212 -0.0498 -1.3164 -0.206
O 0.865 -11.895 -7.613 0.0299 -0.1374 1.0359 -0.385
C 1.319 -13.136 -7.775 0.6126 0.9854 -1.2296 0.674
O 1.731 -13.591 -8.839 -0.4297 0.2546 0.0459 -0.327
O 1.408 -13.821 -6.694 0.2337 -1.9032 0.7518 -0.306
C 1.067 -13.374 -5.395 -1.3589 1.2512 0.8616 -0.687
H 0.139 -11.342 -9.417 0.1867 0.0946 -0.2116 0.320
H 1.896 -11.098 -9.211 0.0216 -0.1236 0.0752 -0.127
H 0.742 -9.993 -8.472 0.0299 -0.2038 0.6721 0.275
H 0.060 -12.947 -5.389 0.1876 0.4007 -0.3238 0.317
H 1.779 -12.632 -5.039 0.0427 -0.0609 -0.0422 0.307
H 0.935 -14.168 -4.664 0.7979 -0.5958 -0.5860 0.261
C 7.451 -7.510 -12.716 0.4114 0.0198 0.9155 -0.492
O 8.426 -7.356 -13.718 0.0509 0.2340 -0.4698 -0.245
C 9.727 -7.261 -13.405 1.0297 -0.9790 -1.1504 0.706
O 10.227 -6.990 -12.359 -0.4084 0.4724 0.9686 -0.426
O 10.422 -7.605 -14.491 -1.8898 0.0173 -0.3469 -0.264
C 11.799 -7.371 -14.588 1.3872 0.2075 0.6999 -0.608
H 7.742 -8.364 -12.093 -0.3669 -0.2226 -0.0570 0.261
H 6.488 -7.598 -13.208 0.0936 -0.1655 -0.0338 0.204
H 7.428 -6.675 -12.006 0.0570 0.2216 -0.2288 0.417
H 12.019 -6.352 -14.257 0.0608 -0.0254 -0.2802 0.318
H 12.096 -7.548 -15.617 -0.2269 0.1933 -0.0156 0.230
H 12.383 -8.040 -13.947 -0.2656 -0.0373 0.0455 0.301
C 5.084 -13.414 -7.378 -0.4981 1.7519 -0.3012 -0.256
O 5.144 -14.796 -7.541 0.3730 -0.9780 0.3367 -0.351
C 4.671 -15.395 -8.602 0.1248 -0.5419 -0.7265 0.837
O 4.215 -14.842 -9.587 -0.1288 0.4817 -0.4039 -0.306
O 4.827 -16.706 -8.483 0.3284 0.5067 -0.1353 -0.385
C 4.705 -17.484 -9.691 -0.2158 -0.3109 0.3961 -0.486
H 5.860 -12.837 -7.892 0.4693 -0.6803 0.1308 0.239
H 5.157 -13.235 -6.308 -0.1369 0.0603 -0.0963 0.316
H 4.190 -12.977 -7.838 -0.2995 -0.3513 0.3958 -0.113
H 4.932 -18.490 -9.351 -0.3325 -0.0818 -0.1389 0.267
H 5.428 -17.238 -10.465 0.0755 0.4409 0.2150 0.147
H 3.695 -17.379 -10.081 -0.0098 -0.2382 -0.0298 0.259
C 1.786 -10.566 -15.622 -0.4772 -0.9422 0.0151 -0.502
O 2.699 -11.461 -16.321 -0.1887 0.9096 0.0545 -0.345
C 3.096 -12.559 -15.752 0.6538 -0.7132 0.3332 0.728
O 2.754 -13.001 -14.664 -0.4873 0.0957 0.3120 -0.292
O 4.005 -13.125 -16.533 -0.7329 -0.2331 -0.6625 -0.355
C 4.358 -14.504 -16.363 1.4812 0.1361 0.1438 -0.539
H 1.130 -11.177 -15.005 -0.0146 0.1174 0.0897 0.306
H 1.178 -10.114 -16.398 0.2098 0.2363 0.0237 0.288
H 2.310 -9.851 -14.995 0.1992 -0.0069 -0.2537 0.166
H 4.816 -14.829 -17.296 -0.4674 0.1657 -0.2530 0.264
H 3.566 -15.186 -16.072 -0.2219 0.3675 0.1430 0.324
H 5.211 -14.505 -15.681 -0.3510 -0.3489 0.4679 0.122
C -1.678 -9.763 -12.412 1.4547 0.3099 -0.4936 -0.528
O -2.757 -9.828 -13.355 -0.1997 0.1348 1.4292 -0.332
C -2.425 -9.823 -14.637 0.6031 -0.7572 -0.2231 0.823
O -1.311 -9.587 -15.066 -0.2455 0.1964 -0.0567 -0.513
O -3.461 -10.256 -15.299 -1.5134 0.3623 -0.6054 -0.337
C -3.558 -10.355 -16.750 1.8614 0.1882 0.1819 -0.595
H -1.140 -8.821 -12.522 0.0430 -0.0154 -0.2553 0.308
H -0.985 -10.577 -12.624 0.0662 0.0511 -0.1009 0.167
H -1.893 -9.821 -11.348 -1.3395 -0.1778 -0.3247 0.342
H -2.526 -10.449 -17.092 -0.1164 -0.5288 -0.2721 0.292
H -3.904 -9.465 -17.272 -0.5585 0.1777 0.6980 0.286
H -4.162 -11.229 -16.954 -0.0118 0.0479 0.0203 0.246
C 5.932 -11.759 -14.240 -0.4052 -0.0615 -1.3671 -0.362
O 6.856 -12.774 -13.899 0.1115 -0.2760 1.3458 -0.345
C 6.480 -13.672 -12.984 0.1527 -0.7727 -1.3669 0.878
O 5.344 -14.013 -12.700 -0.4696 0.7644 0.3642 -0.445
O 7.563 -14.307 -12.620 0.7832 -0.1523 0.3818 -0.339
C 7.489 -15.336 -11.639 -0.1937 -0.1185 0.8210 -0.624
H 5.171 -11.632 -13.477 0.1082 0.1834 -0.0931 0.067
H 5.485 -12.071 -15.190 -0.1535 0.2357 0.2757 0.192
H 6.512 -10.866 -14.470 -0.1205 0.0329 0.4658 0.295
H 8.354 -15.987 -11.722 -0.0201 0.0977 -0.4823 0.307
H 6.560 -15.897 -11.699 0.0181 0.0264 -0.2738 0.152
H 7.549 -14.894 -10.643 -0.1172 0.1878 -0.0242 0.306
```
Positions in Å, forces in eV/Å.

energy relative to the best compared isomer or geometry (same formula, charge and spin)	0.0	kJ/mol
net charge	+2
gap between HOMO and LUMO	1.637	eV



# 2
The following is a DFT calculation (ωB97M-V with the def2-TZVPD basis set) of a structure of composition C21H42AsO3PPbSeSiTe.

```
72
Properties=species:S:1:pos:R:3:forces:R:3:mulliken_charge:R:1
Pb 0.244 -0.337 -1.447 -0.0340 0.0072 0.0352 0.876
C -1.427 -3.805 -0.978 -0.0146 -0.0410 0.0129 -0.687
Si 0.224 -4.012 -1.851 0.0308 -0.0180 -0.0468 0.414
C 0.757 -5.797 -1.679 0.0063 0.0123 0.0049 -1.046
C -0.020 -3.605 -3.669 -0.0145 -0.0130 0.0242 -0.915
Se 1.807 -2.679 -0.944 0.0262 0.0755 0.0089 -0.585
H -2.163 -4.496 -1.398 -0.0068 0.0126 0.0053 0.408
H -1.830 -2.794 -1.078 0.0095 0.0281 -0.0040 0.008
H -1.328 -4.025 0.087 -0.0053 0.0062 0.0027 0.238
H 0.037 -6.468 -2.156 -0.0049 0.0019 0.0026 0.329
H 0.834 -6.072 -0.626 0.0064 -0.0056 0.0004 0.275
H 1.733 -5.960 -2.138 0.0008 0.0060 -0.0090 0.289
H -0.723 -4.301 -4.134 -0.0048 -0.0053 0.0017 0.347
H 0.927 -3.662 -4.208 0.0000 -0.0013 0.0081 0.260
H -0.421 -2.596 -3.799 0.0112 0.0114 -0.0031 0.191
C 2.390 1.671 -3.592 0.0374 0.0182 0.0091 -1.283
C 3.159 1.198 -2.382 -0.0328 -0.1612 -0.1414 2.025
C 2.797 2.289 -1.059 -0.0926 0.0477 0.1217 -1.170
C 4.653 1.079 -2.553 -0.0174 0.0490 -0.0066 -1.522
C 2.478 0.518 -1.373 0.0546 0.0002 0.0773 -1.277
H 2.874 2.526 -4.066 -0.0137 0.0008 -0.0022 0.431
H 1.370 1.942 -3.318 -0.0008 0.0020 -0.0054 0.260
H 2.361 0.856 -4.319 -0.0038 0.0002 0.0045 0.376
H 3.194 3.086 -1.690 0.0147 -0.0207 -0.0003 0.596
H 3.440 2.196 -0.191 -0.0127 0.0147 -0.0143 0.355
H 1.755 2.541 -0.861 -0.0122 0.0020 0.0258 0.091
H 5.080 1.988 -2.978 0.0074 -0.0084 0.0026 0.352
H 4.853 0.259 -3.244 -0.0171 -0.0029 0.0035 0.398
H 5.146 0.852 -1.609 -0.0019 -0.0021 0.0044 0.395
H 3.140 0.051 -0.646 0.0343 -0.0178 -0.0261 0.435
C -4.039 0.163 0.727 -0.0117 -0.0135 0.0067 -0.920
C -3.595 1.550 0.325 0.0189 0.0439 -0.0099 -0.604
O -2.267 1.448 -0.203 0.0164 -0.0220 0.0179 0.178
P -1.510 2.755 -0.817 0.0823 -0.0104 -0.0311 -0.777
O -0.184 2.167 -1.252 -0.0151 0.0309 -0.0290 -0.193
Te -1.513 4.586 0.631 -0.0020 -0.0075 -0.0003 -0.368
O -2.394 3.118 -2.111 -0.0040 0.0171 0.0198 -0.312
C -2.361 2.299 -3.287 0.0040 0.0069 -0.0141 0.413
C -3.391 1.189 -3.236 0.0012 -0.0236 -0.0195 -0.903
H -5.045 0.197 1.145 -0.0021 -0.0001 0.0014 0.417
H -3.370 -0.254 1.482 0.0024 0.0024 0.0058 0.056
H -4.044 -0.509 -0.132 0.0005 0.0019 -0.0043 0.244
H -3.583 2.239 1.174 -0.0075 -0.0059 0.0068 0.372
H -4.255 1.972 -0.437 -0.0027 -0.0053 0.0081 0.434
H -1.354 1.895 -3.420 0.0005 -0.0028 0.0085 -0.279
H -2.565 2.977 -4.115 0.0001 -0.0056 -0.0043 0.362
H -3.173 0.490 -2.428 0.0031 -0.0049 -0.0011 0.010
H -3.385 0.637 -4.178 -0.0028 0.0023 0.0005 0.419
H -4.390 1.599 -3.087 0.0005 0.0076 0.0046 0.303
C 2.210 -0.222 2.082 0.0065 -0.0106 -0.0047 -1.237
As 0.382 -0.233 1.425 -0.0072 0.0018 -0.0385 0.874
C -0.296 -1.843 2.266 -0.0412 0.0108 -0.0165 -1.199
C -0.450 1.203 2.472 0.0181 0.0376 -0.0239 -0.378
C -0.130 1.151 3.932 -0.0153 -0.0243 0.0166 -0.097
C -0.927 0.425 4.814 0.0127 -0.0114 -0.0176 -0.071
C -0.620 0.361 6.165 0.0029 -0.0024 0.0137 -0.745
C 0.494 1.026 6.658 -0.0046 -0.0048 0.0014 -0.447
C 1.290 1.762 5.792 -0.0023 0.0021 -0.0089 -0.710
C 0.979 1.824 4.442 0.0008 0.0200 0.0031 -0.252
H 2.215 -0.372 3.161 0.0061 0.0166 -0.0018 0.504
H 2.673 0.737 1.850 0.0051 -0.0194 0.0161 0.237
H 2.757 -1.028 1.595 -0.0153 -0.0094 -0.0186 0.359
H -0.112 -1.803 3.338 0.0083 -0.0204 0.0042 0.458
H 0.214 -2.695 1.819 0.0204 0.0144 0.0052 0.307
H -1.366 -1.927 2.078 0.0012 0.0014 0.0040 0.307
H -1.520 1.125 2.288 -0.0151 -0.0129 0.0037 0.062
H -0.131 2.143 2.019 -0.0074 0.0019 0.0026 0.298
H -1.806 -0.087 4.437 -0.0066 -0.0008 -0.0005 0.419
H -1.255 -0.203 6.835 0.0002 -0.0012 0.0007 0.395
H 0.733 0.981 7.712 -0.0005 -0.0023 0.0021 0.390
H 2.151 2.298 6.170 0.0016 0.0015 -0.0008 0.392
H 1.592 2.417 3.773 0.0002 0.0017 -0.0045 0.417
```
Positions in Å, forces in eV/Å.

energy relative to the best compared isomer or geometry (same formula, charge and spin)	0.0	kJ/mol
gap between HOMO and LUMO	7.035	eV



# 3
The following is a DFT calculation (ωB97M-V with the def2-TZVPD basis set) of a cluster of 8 separate species, C21H42Cl6O5 in total.

```
74
Properties=species:S:1:pos:R:3:forces:R:3:mulliken_charge:R:1
C -2.563 2.333 -1.819 0.4639 0.8235 1.1470 -1.051
C -1.079 2.755 -2.196 -2.0623 -1.9578 1.8199 0.777
O -0.178 2.435 -1.457 0.2410 0.2874 0.2583 -0.275
C -0.844 3.324 -3.512 -0.5077 2.4131 -0.2293 -1.164
H -3.213 2.274 -2.691 0.0831 0.0042 0.0173 0.376
H -3.014 3.085 -1.106 0.5338 -0.3408 -0.9110 0.293
H -2.610 1.413 -1.198 0.3854 0.3362 -0.6531 0.132
H -0.093 4.147 -3.377 -0.6045 -0.7253 -0.5241 0.290
H -1.797 3.676 -3.988 1.0717 -0.2496 0.2543 0.381
H -0.429 2.499 -4.036 0.4840 -0.5709 -1.0568 0.270
C 3.743 3.580 -0.680 1.0925 0.0636 -1.6674 -1.143
C 2.513 4.317 -0.362 -0.9112 0.3922 0.4794 0.849
O 2.166 5.262 -1.037 -0.2577 -0.2525 0.4166 -0.627
C 1.768 3.840 0.902 0.0519 0.8258 -1.1329 -0.556
H 3.812 3.497 -1.774 0.0160 0.2195 0.1888 0.310
H 3.719 2.582 -0.323 0.2249 -0.8825 0.7332 0.211
H 4.654 4.114 -0.378 -0.2862 -0.1488 0.2453 0.377
H 2.033 2.803 1.128 -0.1288 0.3618 0.2976 0.110
H 0.695 3.966 0.733 0.1147 -0.1415 0.0685 0.004
H 2.077 4.583 1.646 -0.0173 -0.4634 0.3553 0.464
C 2.077 -4.833 3.774 -1.0997 -1.5394 -0.9804 -0.968
C 2.405 -5.312 2.346 -0.5668 -0.0951 0.4348 0.740
O 1.653 -6.059 1.756 0.5551 0.3199 0.1678 -0.558
C 3.658 -4.739 1.774 1.5382 -0.0296 0.1479 -0.923
H 2.400 -3.835 3.926 0.2773 0.9668 0.2354 0.314
H 2.528 -5.500 4.520 -0.0410 0.1430 -0.2179 0.383
H 0.974 -4.924 3.814 0.5912 0.2038 0.4164 0.236
H 4.105 -5.254 0.906 -0.5495 0.0106 0.4038 0.306
H 4.423 -4.676 2.581 -0.3933 -0.1888 -0.4768 0.330
H 3.504 -3.699 1.502 -0.3302 0.2304 -0.1152 0.148
C 2.534 0.985 -3.177 0.7775 -0.4726 -0.1832 -0.590
C 2.100 -0.449 -3.061 0.1274 0.0016 1.5546 0.683
O 0.976 -0.838 -3.278 0.0408 0.0242 -0.2779 -0.569
C 3.181 -1.370 -2.471 -1.4368 -0.4802 -0.6898 -0.854
H 3.323 0.977 -3.956 -0.2816 0.3001 0.2599 0.462
H 3.052 1.240 -2.220 -0.6666 0.1257 -0.7529 0.048
H 1.708 1.627 -3.465 0.1353 0.1883 0.2399 -0.015
H 4.104 -0.836 -2.421 0.8197 0.0276 -0.1288 0.322
H 3.184 -2.228 -3.175 0.4453 0.2134 0.7354 0.366
H 2.913 -1.683 -1.442 -0.0690 0.0443 -0.6808 0.102
C -0.427 2.599 3.628 0.3146 -0.8434 -0.8093 -1.203
C -1.461 2.503 2.526 -0.1731 1.7344 1.1149 1.024
O -1.817 1.444 2.125 -0.3692 -1.6825 -1.0792 -0.526
C -2.209 3.791 2.160 1.4728 0.0942 1.6287 -1.173
H -0.897 2.686 4.576 -0.8368 0.0827 0.8906 0.449
H 0.174 3.475 3.538 0.7217 0.5258 -0.2286 0.304
H 0.157 1.668 3.668 0.0093 0.4258 -0.1893 0.204
H -2.763 3.691 1.274 -0.3600 -0.0867 -1.3956 0.185
H -1.522 4.677 2.197 -0.8805 -0.6969 -0.1273 0.324
H -2.964 3.845 2.952 0.1673 0.4187 0.1217 0.454
Cl -4.183 -2.624 3.663 -0.0508 0.3646 0.9636 -0.200
C -4.209 -3.361 2.080 0.0363 0.2057 -1.0230 -0.016
C -3.177 -4.475 1.977 -0.3547 -0.7331 0.7660 -0.198
Cl -3.832 -6.018 2.755 0.2423 0.6936 -0.1556 -0.229
H -3.962 -2.541 1.373 -0.0554 -0.6024 0.2323 -0.135
H -5.247 -3.679 1.888 0.6244 -0.1074 -0.0410 0.403
H -2.247 -4.234 2.553 -0.8006 -0.1891 -0.9630 0.107
H -3.040 -4.791 0.941 0.3885 0.3774 0.1967 0.262
Cl -2.941 -1.706 -1.334 0.4197 0.4151 -0.9992 -0.149
C -2.309 -1.007 -2.958 -0.3483 -0.6393 1.2929 -0.265
C -3.506 -0.516 -3.717 -0.6821 0.0631 -0.1602 -0.261
Cl -2.956 0.065 -5.330 0.0040 -0.0185 0.1101 -0.207
H -1.744 -1.789 -3.433 -0.1334 -0.4410 -0.2549 0.518
H -1.588 -0.265 -2.674 0.0719 0.5921 0.0580 -0.188
H -3.960 0.371 -3.221 0.1240 -0.9981 -0.3216 0.171
H -4.241 -1.344 -3.899 0.6354 0.9498 0.2874 0.362
Cl 2.070 -0.184 0.935 -0.0354 -0.1691 -0.3364 -0.289
C 0.355 -0.455 0.417 0.5362 -2.2575 2.2123 0.399
C -0.379 -1.292 1.510 -0.4289 0.4646 -2.3277 -0.288
Cl 0.171 -2.951 1.530 0.3567 -0.7974 0.0181 -0.161
H 0.304 -0.933 -0.544 0.2060 -0.1482 -0.3560 0.343
H -0.045 0.488 0.432 -1.1535 2.2871 -0.3555 -0.440
H -1.433 -1.317 1.216 0.1259 0.0703 0.0563 0.097
H -0.332 -0.901 2.487 0.3456 0.6575 0.9746 0.331
```
Positions in Å, forces in eV/Å.

gap between HOMO and LUMO	9.888	eV
SMILES string	CC(C)=O.CC(C)=O.CC(C)=O.CC(C)=O.CC(C)=O.ClCCCl.ClCCCl.ClCCCl



no.,lowest unoccupied orbital energy (eV),HOMO level (eV),E (hartree)
1,-13.10,-14.74,-3998.7264
2,0.11,-6.92,-6780.0962
3,0.45,-9.44,-3962.6786